# 1
C3H4N2O | the ωB97M-V functional and the def2-TZVPD basis

For the HOMO-LUMO gap, the calculation gives 8.82 eV. The spin multiplicity is 1.

Structure (XYZ):
```
10
Properties=species:S:1:pos:R:3:nbo_charge:R:1
O -2.01 -1.02 0.60 -0.52
N -0.96 0.89 0.32 -0.02
N 0.14 -1.15 -0.06 -0.62
C 1.07 1.26 -0.30 -0.55
C -0.07 0.15 0.03 0.32
C -1.03 -1.72 0.29 0.48
H 1.87 1.01 0.38 0.25
H 1.32 1.06 -1.34 0.24
H -1.11 -2.79 0.27 0.18
H 0.79 2.30 -0.19 0.25
```

---

# 2
C16H25ClN2ORu | the ωB97M-V functional and the def2-TZVPD basis

As for the total charge: +2. For the HOMO-LUMO gap (spin up / spin down), the calculation gives 6.47 / 4.95 eV. The spin multiplicity is 5.

Structure (XYZ):
```
46
Properties=species:S:1:pos:R:3:nbo_charge:R:1
Ru -0.13 -0.26 -0.37 1.04
Cl 0.11 0.40 -4.34 -0.20
O 0.37 1.95 1.34 -0.72
N 0.95 2.09 3.55 -0.58
N 2.53 2.52 1.93 -0.83
C 1.21 2.19 2.23 0.80
C -2.10 1.05 0.34 -0.08
C 1.55 -1.21 0.90 -0.23
C -1.99 0.75 -1.06 -0.26
C 0.01 -0.60 -6.94 -0.64
C -2.03 -0.16 1.07 -0.19
C 0.78 -2.07 0.04 -0.23
C -0.34 1.70 4.04 -0.42
C -1.86 -1.24 0.15 -0.25
C -0.84 1.70 -6.61 -0.64
C 1.59 1.27 -6.55 -0.64
C 1.05 -1.66 -1.32 -0.26
C -1.95 -0.70 -1.20 -0.24
C 1.89 -0.48 -1.26 -0.26
C 2.27 -0.28 0.10 -0.11
C 0.22 0.70 -6.17 0.09
H -1.82 -2.30 0.41 0.28
H 2.97 0.46 0.48 0.29
H -2.24 2.04 0.77 0.29
H 1.70 2.33 4.20 0.42
H 1.59 1.42 -7.64 0.24
H -0.71 2.67 -6.12 0.22
H 2.20 0.10 -2.12 0.30
H 0.16 -2.91 0.37 0.28
H 2.40 0.59 -6.28 0.22
H 0.78 -1.34 -6.69 0.22
H 2.95 3.08 2.66 0.40
H -0.75 1.84 -7.70 0.24
H -2.01 1.45 -1.90 0.30
H -1.85 1.35 -6.38 0.22
H -2.11 -0.27 2.17 0.28
H 0.08 -0.37 -8.02 0.24
H -0.44 2.04 5.08 0.25
H 1.78 2.23 -6.06 0.22
H 1.62 -1.32 1.97 0.28
H 0.79 -2.23 -2.22 0.31
H -1.13 2.15 3.42 0.22
H -0.96 -1.04 -6.73 0.22
H 2.60 2.97 1.01 0.41
H -0.46 0.60 4.01 0.19
H -2.11 -1.28 -2.13 0.31
```

---

# 3
C40H46Ge3Mo | the ωB97M-V functional and the def2-TZVPD basis

As for the total charge: +2. For the HOMO-LUMO gap, the calculation gives 5.11 eV. The spin multiplicity is 1.

Structure (XYZ):
```
90
Properties=species:S:1:pos:R:3:lowdin_charge:R:1
Mo 0.88 1.39 0.54 1.07
Ge 1.93 -1.95 1.09 0.97
Ge 0.02 1.19 -1.86 0.87
Ge -2.34 1.21 0.21 1.13
C -6.56 0.90 -1.39 -0.05
C 0.47 -0.75 -4.06 -0.14
C -2.90 2.88 1.19 -0.34
C 1.96 -4.75 1.73 -0.10
C 1.45 -1.50 5.25 -0.07
C 2.25 -1.55 2.98 -0.32
C 5.24 0.14 -1.68 -0.04
C 1.96 -6.11 1.47 -0.06
C -2.82 1.13 -1.73 -0.33
C -5.21 0.95 -1.09 -0.08
C 1.59 3.62 0.95 -0.13
C -4.41 3.04 1.43 -0.14
C 2.42 2.77 1.72 -0.12
C -4.24 1.06 -2.09 -0.24
C 1.74 -6.57 0.18 -0.05
C 3.46 -1.01 3.40 -0.11
C 1.53 -5.67 -0.86 -0.07
C 4.41 -1.83 -0.56 -0.06
C 0.74 -0.45 0.70 -0.22
C 3.67 -0.71 4.74 -0.07
C 2.66 -0.96 5.67 -0.06
C -2.44 -0.48 1.29 -0.35
C -3.88 -0.94 1.51 -0.15
C 3.29 0.23 -0.34 -0.18
C -4.67 1.09 -3.42 -0.02
C 0.26 3.45 1.40 -0.18
C 4.20 0.89 -1.14 -0.06
C 0.92 2.89 -2.52 -0.33
C 0.28 2.47 2.45 -0.20
C 1.54 -4.30 -0.61 -0.11
C 1.63 2.08 2.66 -0.13
C -6.97 0.94 -2.72 -0.05
C 1.75 -3.84 0.69 -0.30
C 3.35 -1.11 -0.02 -0.26
C 5.35 -1.21 -1.38 -0.03
C 0.62 3.06 -4.01 -0.14
C -6.02 1.03 -3.73 -0.05
C 1.24 -1.79 3.91 -0.12
C -1.78 1.18 -2.56 -0.25
C 0.88 -0.48 -2.61 -0.34
H -7.29 0.82 -0.60 0.12
H 1.08 3.98 -4.36 0.09
H -1.86 -1.23 0.75 0.05
H 4.26 -0.83 2.68 0.10
H 3.50 2.75 1.68 0.14
H 0.55 -1.30 -1.96 0.04
H -8.02 0.90 -2.96 0.12
H 0.52 3.73 -1.95 0.05
H 5.96 0.62 -2.33 0.12
H -4.56 3.93 2.03 0.09
H 4.61 -0.30 5.07 0.11
H -4.83 2.20 1.97 0.07
H 1.02 2.24 -4.60 0.06
H -1.94 -0.27 2.24 0.05
H -0.53 2.25 3.13 0.12
H 0.30 -2.22 3.59 0.11
H 2.13 -6.81 2.28 0.12
H 1.92 4.37 0.24 0.13
H 0.67 -1.70 5.98 0.11
H -3.95 1.16 -4.23 0.11
H -4.89 0.90 -0.06 0.05
H 2.82 -0.73 6.71 0.11
H -4.48 -0.19 2.02 0.07
H -2.55 3.73 0.59 0.06
H 4.12 1.95 -1.34 0.11
H 1.38 -3.60 -1.42 0.09
H -2.38 2.88 2.14 0.04
H 6.16 -1.79 -1.80 0.12
H 1.96 -0.40 -2.53 0.05
H 0.82 0.03 -4.73 0.06
H 4.51 -2.89 -0.34 0.12
H 2.47 0.85 0.13 -0.01
H -3.88 -1.84 2.13 0.09
H 1.99 1.47 3.47 0.12
H -4.37 -1.19 0.57 0.07
H 2.00 2.83 -2.34 0.04
H -0.45 3.13 -4.19 0.07
H -0.61 -0.83 -4.16 0.07
H -1.93 1.16 -3.64 0.06
H 1.37 -6.03 -1.87 0.11
H 2.13 -4.38 2.74 0.10
H -6.33 1.05 -4.76 0.12
H -4.95 3.17 0.49 0.07
H -0.56 4.10 1.14 0.10
H 0.90 -1.70 -4.39 0.08
H 1.75 -7.63 -0.02 0.12
```

---

Which E belongs to each record? In order, -301.349171, -1363.767548, -7850.001946 Ha.